This record from OMol25 describes a cluster of 6 separate species, C28H48F7N5O5SSi in total in a non-equilibrium geometry. The level of theory is ωB97M-V/def2-TZVPD.

```
95
Properties=species:S:1:pos:R:3:forces:R:3:mulliken_charge:R:1
O 0.67446 2.01770 3.85157 -1.422 -3.973 -2.819 -0.52
S 0.11394 0.69844 3.26593 -1.105 1.519 6.397 0.81
O -0.50871 -0.19072 4.39018 1.972 2.369 -4.561 -0.61
C -1.16399 1.11612 1.96782 -1.185 -1.628 0.113 -0.06
Si -0.48791 1.89383 0.34805 -2.045 1.316 0.470 0.14
C -1.69013 3.39412 -0.05827 0.620 1.803 0.578 -0.44
O -2.46289 3.19730 -1.29258 -1.099 -1.786 2.164 -0.38
C -3.39369 2.06370 -1.20525 -1.346 -0.606 -1.803 -0.32
O -4.09644 1.92336 0.07885 0.488 -0.744 -1.087 -0.29
C -5.06763 0.81592 0.06053 -0.546 -0.273 0.671 -0.49
C -4.51787 -0.56797 0.75233 -0.702 0.103 -0.431 -0.41
O -3.55974 -1.22397 -0.19625 -2.033 0.212 0.122 -0.50
C 1.27600 2.64595 0.44970 2.239 1.954 -0.371 0.84
F 1.25300 4.05378 0.99791 0.372 -4.272 -1.204 -0.30
F 2.29729 1.80073 1.10832 -2.427 2.492 -1.508 -0.30
C 1.80091 2.82847 -1.12826 1.342 1.797 -0.893 0.41
F 0.69324 2.97058 -2.10052 3.238 -0.454 3.156 -0.25
F 2.65924 4.05149 -1.25731 -2.828 -3.953 0.284 -0.31
C 2.76064 1.56537 -1.62107 1.694 -0.743 -2.779 0.61
F 2.16948 0.23025 -1.37241 2.269 4.616 -0.503 -0.22
F 4.18137 1.69729 -1.14502 -5.470 -0.863 -1.408 -0.22
F 2.85003 1.69961 -3.12331 -0.231 -0.655 4.946 -0.21
H 1.17761 -0.04937 2.66839 -1.290 0.864 0.167 0.20
H -2.05114 1.78183 2.40917 2.356 -1.344 -0.526 0.43
H -1.69019 0.08823 1.66527 1.219 2.030 0.676 -0.30
H -0.52775 1.02832 -0.82622 0.310 -0.432 0.113 -0.16
H -1.00547 4.35389 -0.24746 -1.587 -2.057 0.224 0.34
H -2.35499 3.68882 0.88658 1.199 -0.781 -2.130 0.35
H -2.92201 1.02010 -1.51652 -0.412 2.137 0.933 0.31
H -4.24029 2.26805 -2.02206 1.960 -0.154 1.580 0.28
H -5.37165 0.60495 -1.05629 0.401 0.261 2.169 0.30
H -6.01313 1.19109 0.68424 2.063 -0.779 -1.467 0.29
H -4.00715 -0.40209 1.81697 -0.902 -0.222 -2.568 0.23
H -5.41804 -1.30809 0.92231 1.652 1.628 -0.256 0.35
H -4.13941 -1.58402 -0.94102 1.193 0.705 1.531 0.32
C 2.76896 4.49557 -6.94501 -0.005 -0.030 -0.098 -0.96
C 2.23721 4.14486 -5.55898 0.259 0.386 -0.137 -0.41
C 1.15342 3.06557 -5.59311 -0.803 0.606 -0.475 0.55
C -0.02895 3.55111 -6.41571 -6.760 2.430 -4.556 0.02
N -1.00987 3.95380 -7.09808 7.807 -3.175 5.414 -0.51
H 1.98501 4.91224 -7.58528 0.002 -0.057 0.106 0.35
H 3.55983 5.24854 -6.86919 -0.057 -0.163 -0.031 0.38
H 3.18589 3.61141 -7.44064 -0.151 0.388 0.176 0.05
H 1.84193 5.05445 -5.09034 -0.024 -0.229 0.058 0.37
H 3.06913 3.79739 -4.93661 -0.198 -0.061 0.003 0.30
H 0.81552 2.84034 -4.57606 -0.141 0.006 -0.268 -0.36
H 1.54398 2.14178 -6.03348 -0.163 0.133 -0.064 0.28
C -2.64802 -5.25621 3.74792 0.064 -0.089 0.143 -0.85
C -2.35604 -5.02779 2.26826 -0.008 -0.370 0.289 -0.79
C -2.91007 -3.69893 1.75074 -1.001 -0.349 0.035 0.09
C -4.42068 -3.67274 1.91741 -8.364 0.395 0.792 0.32
N -5.67384 -3.65090 2.05562 9.921 -0.192 -1.105 -0.61
H -3.72352 -5.31082 3.94404 0.110 0.063 -0.055 0.39
H -2.20950 -6.20257 4.08002 -0.049 0.138 -0.086 0.06
H -2.22589 -4.45103 4.36005 -0.068 -0.081 -0.052 0.30
H -2.78070 -5.85813 1.69083 0.099 0.193 0.005 0.34
H -1.27183 -5.04865 2.11261 -0.145 0.099 -0.104 0.37
H -2.66313 -3.57634 0.69088 -0.271 0.134 0.188 0.32
H -2.47200 -2.85902 2.30074 -0.225 -0.037 -0.027 0.11
C 1.75159 0.75206 -9.99337 -0.105 0.037 -0.047 -1.10
C 2.99638 -0.11347 -10.16129 -0.286 0.140 -0.298 -0.41
C 3.87456 -0.14200 -8.90884 0.337 1.055 -0.033 -0.38
C 4.34904 1.26466 -8.58234 2.848 7.690 2.060 0.30
N 4.74273 2.43152 -8.31140 -2.941 -9.464 -2.317 -0.58
H 2.00947 1.80054 -9.81353 -0.004 -0.131 0.037 0.32
H 1.14096 0.71957 -10.90126 0.053 -0.013 0.170 0.34
H 1.13810 0.39898 -9.15661 0.045 0.076 -0.110 0.29
H 3.57616 0.26100 -11.01383 0.008 -0.133 0.184 0.29
H 2.68800 -1.13587 -10.40577 0.171 0.067 0.098 0.31
H 4.74495 -0.78551 -9.07502 -0.016 0.243 0.159 0.30
H 3.31530 -0.54101 -8.05569 0.121 0.197 -0.029 0.28
C 2.54597 5.35916 4.92692 -0.015 0.056 -0.121 -1.05
C 2.86002 4.04490 5.63469 -0.125 0.037 -0.388 -0.13
C 3.13767 4.22510 7.12837 0.976 0.580 -0.107 -0.38
C 4.34004 5.13483 7.32097 6.715 5.072 1.429 0.22
N 5.33749 5.88949 7.48088 -7.931 -6.006 -1.330 -0.48
H 3.39170 6.05282 4.96841 -0.097 -0.067 0.075 0.41
H 2.32653 5.17843 3.86987 -0.032 0.006 0.156 0.15
H 1.67518 5.84909 5.37736 0.110 -0.037 -0.071 0.31
H 3.72594 3.57872 5.14883 -0.125 -0.003 0.174 0.27
H 2.01308 3.36169 5.50776 0.175 0.030 0.113 0.10
H 3.34331 3.25447 7.59192 0.105 0.251 0.055 0.31
H 2.26910 4.66418 7.63103 0.230 0.059 -0.010 0.30
C -1.58672 -7.50015 7.05639 -0.031 0.116 0.065 -0.90
C -1.50699 -9.01153 7.24673 -0.234 0.283 0.209 -0.46
C -0.76938 -9.71664 6.10682 -0.741 0.176 -0.799 -0.39
C -1.49567 -9.46915 4.79470 -3.839 1.212 -7.503 0.28
N -2.09811 -9.26392 3.70615 4.763 -1.564 8.686 -0.48
H -2.15153 -7.23518 6.15699 0.106 -0.079 0.089 0.11
H -2.09583 -7.03641 7.90723 0.116 -0.044 -0.114 0.35
H -0.58555 -7.06127 6.97716 -0.139 -0.022 0.001 0.32
H -2.52439 -9.41181 7.33542 0.217 -0.051 -0.034 0.29
H -0.99381 -9.22422 8.19097 -0.012 -0.108 -0.174 0.31
H -0.72722 -10.79436 6.29668 -0.025 0.139 -0.248 0.30
H 0.25810 -9.34575 6.02574 -0.180 -0.022 -0.161 0.28
```
Positions in Å, forces in eV/Å.

Its charge is 0. Its spin multiplicity is 1. The lowest unoccupied orbital energy comes out at -0.5437 eV. The energy relative to the best compared isomer or geometry (same formula, charge and spin) is 243.7 kcal/mol. Its total energy is -3131.956505 Eh. As for the orbital gap: 9.661 eV. For the molar mass, the calculation gives 727.9 Da.